1) {
  "formula": "C5H9N2O",
  "method": "ωB97M-V/def2-TZVPD",
  "spin_multiplicity": 1,
  "total_charge": 1,
  "elements": ["C", "C", "C", "C", "C", "N", "N", "O", "H", "H", "H", "H", "H", "H", "H", "H", "H"],
  "coordinates": [[1.19, -0.81, 0.81], [-1.42, -3.86, 1.37], [1.16, 0.68, 0.18], [-0.03, 1.97, -1.48], [-1.20, 0.71, 0.12], [0.75, -1.80, 0.27], [0.02, 1.22, -0.50], [-1.35, -4.04, 0.25], [1.31, -0.81, 1.82], [1.45, 1.24, 1.02], [2.08, 0.77, -0.55], [-0.96, 2.37, -1.77], [0.83, 2.48, -1.74], [0.67, -1.95, -0.83], [-2.02, 1.28, -0.17], [-1.22, -0.38, -0.04], [-1.25, 0.94, 1.25]]
}

2) {
  "formula": "C5H9N2O",
  "method": "ωB97M-V/def2-TZVPD",
  "spin_multiplicity": 1,
  "total_charge": 1,
  "elements": ["C", "C", "C", "C", "C", "N", "N", "O", "H", "H", "H", "H", "H", "H", "H", "H", "H"],
  "coordinates": [[0.19, 0.14, -1.00], [-1.45, 0.26, 1.79], [-0.27, 1.06, 2.20], [-0.33, 0.50, 0.85], [1.14, -1.28, -2.39], [-0.48, 1.16, -0.45], [0.43, -0.49, 0.17], [0.35, -0.12, -2.24], [-1.50, -0.81, 2.08], [-2.37, 0.87, 1.70], [-0.44, 2.06, 2.28], [0.50, 0.63, 2.87], [1.47, -1.29, -3.52], [0.65, -2.08, -2.01], [2.22, -1.28, -1.88], [-1.19, 1.83, -0.72], [1.09, -1.16, 0.27]]
}

3) {
  "formula": "C5H9N2O",
  "method": "ωB97M-V/def2-TZVPD",
  "smiles": "[NH3+]/C=C/C=C\\N=C\\O",
  "spin_multiplicity": 1,
  "total_charge": 1,
  "elements": ["C", "C", "C", "C", "C", "N", "N", "O", "H", "H", "H", "H", "H", "H", "H", "H", "H"],
  "coordinates": [[0.98, -1.85, -0.03], [-0.28, -1.15, -0.17], [2.14, -1.18, 0.15], [-0.57, 0.00, 0.44], [1.54, 0.99, -0.39], [2.16, 0.16, 0.34], [-1.85, 0.70, 0.13], [1.37, 2.25, -0.05], [0.98, -2.91, -0.18], [-0.98, -1.58, -0.88], [3.09, -1.69, 0.20], [-0.06, 0.41, 1.29], [1.21, 0.79, -1.41], [-2.65, 0.04, 0.17], [-1.83, 1.11, -0.81], [-2.01, 1.45, 0.80], [1.82, 2.44, 0.80]]
}

4) {
  "formula": "C5H9N2O",
  "method": "ωB97M-V/def2-TZVPD",
  "smiles": "[H]/N=C/[C@H]1C(CC)=[N+]1O",
  "spin_multiplicity": 1,
  "total_charge": 1,
  "elements": ["C", "C", "C", "C", "C", "N", "N", "O", "H", "H", "H", "H", "H", "H", "H", "H", "H"],
  "coordinates": [[1.47, -0.28, -0.91], [2.54, -0.85, -0.14], [0.00, 0.02, -0.48], [-2.29, 0.58, 0.43], [-1.37, -0.42, -0.16], [0.82, 0.98, -0.57], [3.19, -0.21, 0.72], [0.96, 2.18, -0.06], [1.56, -0.42, -1.91], [2.75, -1.86, -0.29], [-1.77, 1.64, 0.49], [-2.64, 0.30, 1.50], [-3.33, 0.59, -0.10], [-1.88, -0.97, -1.11], [-1.16, -1.28, 0.49], [3.87, -0.70, 1.34], [1.55, 2.71, -0.52]]
}

In terms of stability, 3) leads; the second structure lies 0.0275 hartree higher.

1) {
  "formula": "C5H9N2O",
  "method": "ωB97M-V/def2-TZVPD",
  "smiles": "N[C@H]([NH3+])c1ccco1",
  "spin_multiplicity": 1,
  "total_charge": 1,
  "elements": ["C", "C", "C", "C", "C", "N", "N", "O", "H", "H", "H", "H", "H", "H", "H", "H", "H"],
  "coordinates": [[-2.50, -0.58, 0.19], [-1.29, -0.87, 0.80], [-2.27, 0.35, -0.76], [-0.41, 0.01, 0.35], [1.33, 0.10, 0.52], [1.80, 1.37, 0.45], [1.61, -0.60, -0.82], [-0.95, 0.80, -0.64], [-3.42, -1.14, 0.40], [-1.28, -1.67, 1.56], [-2.96, 0.80, -1.44], [1.71, -0.39, 1.47], [2.60, 1.63, 1.09], [1.24, 2.14, 0.18], [1.05, -1.41, -0.90], [2.64, -0.68, -1.02], [1.12, 0.13, -1.43]]
}

2) {
  "formula": "C5H9N2O",
  "method": "ωB97M-V/def2-TZVPD",
  "smiles": "C=C[C@@H]1CC(=[NH2+])NO1",
  "spin_multiplicity": 1,
  "total_charge": 1,
  "elements": ["C", "C", "C", "C", "C", "N", "N", "O", "H", "H", "H", "H", "H", "H", "H", "H", "H"],
  "coordinates": [[1.64, -0.02, 0.02], [-3.11, -0.01, 0.04], [-1.88, 0.21, 0.47], [0.37, -0.79, -0.21], [-0.73, 0.24, -0.45], [1.41, 1.26, 0.08], [2.82, -0.59, 0.16], [0.15, 1.68, -0.11], [-3.94, -0.07, 0.72], [-3.35, -0.17, -1.00], [-1.66, 0.36, 1.51], [0.47, -1.47, -1.06], [0.15, -1.38, 0.68], [-1.00, 0.40, -1.49], [2.07, 2.01, 0.27], [2.93, -1.59, 0.03], [3.66, -0.06, 0.34]]
}

In terms of stability, 1) leads; the second structure lies 0.0135 hartree higher.

1) {
  "formula": "C2H5N2",
  "method": "ωB97M-V/def2-TZVPD",
  "spin_multiplicity": 1,
  "total_charge": 1,
  "elements": ["C", "C", "N", "N", "H", "H", "H", "H", "H"],
  "coordinates": [[1.84, -0.48, 0.00], [-2.06, 0.15, 0.01], [-1.15, -0.63, 0.06], [0.95, 0.38, 0.00], [1.59, -1.53, 0.06], [2.91, -0.24, -0.07], [-2.09, 1.24, -0.02], [-3.07, -0.28, 0.00], [1.07, 1.39, -0.05]]
}

2) {
  "formula": "C2H5N2",
  "method": "ωB97M-V/def2-TZVPD",
  "spin_multiplicity": 1,
  "total_charge": 1,
  "elements": ["C", "C", "N", "N", "H", "H", "H", "H", "H"],
  "coordinates": [[0.23, -0.55, -0.90], [-0.14, 0.49, 0.82], [-0.95, 0.01, -0.61], [0.92, -0.16, 0.15], [0.51, -1.12, -1.68], [-0.02, 1.65, 1.02], [-0.52, -0.03, 1.64], [-1.85, -0.17, -0.85], [1.82, -0.12, 0.40]]
}

3) {
  "formula": "C2H5N2",
  "method": "ωB97M-V/def2-TZVPD",
  "spin_multiplicity": 1,
  "total_charge": 1,
  "elements": ["C", "C", "N", "N", "H", "H", "H", "H", "H"],
  "coordinates": [[-1.06, -0.04, -0.23], [0.46, 0.24, 0.05], [-0.28, -1.78, 0.20], [0.71, -1.09, 0.34], [-1.80, 0.08, 0.52], [1.03, 0.62, -0.79], [-1.66, -0.05, -1.22], [0.55, 0.95, 1.07], [1.53, -1.48, 0.69]]
}

In terms of stability, 2) leads; the second structure lies 0.0898 hartree higher.

1) {
  "formula": "C3H11N2OS",
  "method": "ωB97M-V/def2-TZVPD",
  "spin_multiplicity": 2,
  "elements": ["C", "C", "S", "N", "C", "N", "H", "H", "H", "H", "H", "H", "H", "H", "H", "H", "H", "O"],
  "coordinates": [[0.48, -0.22, 0.43], [0.79, -1.78, 0.13], [1.09, -2.51, 1.77], [0.43, 0.56, -0.77], [0.35, 2.03, -0.62], [-0.26, 2.59, -1.79], [1.34, 0.18, 1.05], [-0.41, 0.02, 0.98], [-0.10, -2.30, -0.26], [1.64, -1.96, -0.62], [-0.38, 0.28, -1.34], [-0.45, 2.12, 0.18], [1.23, 2.64, -0.41], [-1.16, 2.12, -1.96], [0.25, 2.53, -2.67], [-0.92, -2.35, 2.21], [-1.98, -1.76, 1.38], [-1.92, -2.17, 2.30]]
}

2) {
  "formula": "C3H11N2OS",
  "method": "ωB97M-V/def2-TZVPD",
  "spin_multiplicity": 2,
  "elements": ["N", "C", "C", "S", "C", "N", "H", "H", "H", "H", "H", "H", "H", "H", "H", "H", "H", "O"],
  "coordinates": [[0.20, 1.22, -0.76], [-0.23, 0.04, 0.04], [-1.25, -0.88, -0.81], [-0.54, -2.39, -1.25], [-0.91, 0.38, 1.32], [-0.26, 1.13, 2.39], [1.13, 1.06, -1.15], [-0.32, 1.29, -1.62], [0.66, -0.60, 0.20], [-2.10, -1.06, -0.10], [-1.58, -0.30, -1.71], [-1.86, 1.02, 1.16], [-1.37, -0.54, 1.72], [-0.11, 2.08, 2.10], [0.59, 0.70, 2.71], [2.19, -1.48, -1.88], [2.91, -0.87, -0.69], [2.84, -0.80, -1.65]]
}

In terms of stability, 2) leads; the second structure lies 0.0236 hartree higher.